Entry 1:
An isolated molecule of C3H3I, computed with ωB97M-V/def2-TZVPD.

The HOMO-LUMO gap (spin up / spin down) comes out at 0.2991 / 0.2982 hartree. As for the charge: 0. The largest force on an atom is 7.4 eV/Å. The value obtained for the electronic energy is -11254.9777 eV.

XYZ file:
```
7
Properties=species:S:1:pos:R:3:mulliken_charge:R:1
C -0.51 -0.24 0.64 -0.248
C -0.97 -0.65 -0.55 -0.420
C 0.49 0.73 0.21 -0.666
I 2.46 0.08 -0.13 0.049
H -0.55 -0.55 1.68 0.325
H -1.20 -0.88 -1.51 0.452
H 0.27 1.50 -0.35 0.508
```

=====

Entry 2:
An isolated molecule of C2H3ClF2S, computed with ωB97M-V/def2-TZVPD.

The HOMO-LUMO gap comes out at 0.3878 hartree. As for the charge: 0. The largest force on an atom is 3.0 eV/Å. The SMILES is FC(F)[C@H](S)Cl. The value obtained for the electronic energy is -30914.8931 eV.

XYZ file:
```
9
Properties=species:S:1:pos:R:3:mulliken_charge:R:1
F 2.05 -0.81 0.06 -0.224
C 1.00 -0.61 -0.84 0.016
F 0.79 -1.81 -1.42 -0.211
C -0.20 -0.03 -0.13 0.012
S -0.84 -1.21 1.10 -0.167
Cl -1.40 0.17 -1.50 -0.163
H 1.38 0.03 -1.72 0.233
H -0.26 0.96 0.32 0.337
H -0.28 -2.34 0.66 0.165
```

=====

Entry 3:
A structure of composition C31H52IrP2, computed with ωB97M-V/def2-TZVPD.

The HOMO-LUMO gap (spin up / spin down) comes out at 0.2459 / 0.2518 hartree. As for the charge: +1. The largest force on an atom is 1.8 eV/Å. The value obtained for the electronic energy is -54396.8142 eV. Its spin multiplicity is 5.

XYZ file:
```
86
Properties=species:S:1:pos:R:3:mulliken_charge:R:1
Ir 0.18 -0.22 -0.06 1.486
C 1.96 -0.94 -1.40 0.892
C 2.18 0.47 -1.62 0.265
C 2.44 0.05 0.64 0.507
C 2.28 -1.22 -0.02 0.791
C 2.43 1.08 -0.37 0.699
C 2.00 -1.94 -2.49 -2.152
H 1.36 -1.61 -3.31 0.359
H 1.66 -2.92 -2.14 0.394
H 3.02 -2.06 -2.88 0.393
C 2.80 -2.52 0.52 -1.500
H 2.61 -3.33 -0.18 0.477
H 2.37 -2.77 1.49 0.072
H 3.88 -2.46 0.69 0.405
C 2.98 0.24 2.01 -1.638
H 4.06 0.45 1.97 0.429
H 2.85 -0.64 2.62 0.446
H 2.49 1.10 2.49 0.217
C 2.91 2.45 -0.13 -1.719
H 3.98 2.55 -0.32 0.280
H 2.73 2.73 0.91 0.508
H 2.36 3.13 -0.78 0.348
C 2.43 1.06 -2.96 -1.494
H 3.42 0.83 -3.35 0.278
H 2.32 2.14 -2.93 0.529
H 1.69 0.67 -3.66 0.224
C -2.25 1.29 -2.42 0.380
C -1.30 0.99 -3.33 0.376
C -1.15 1.80 -4.58 -1.268
C -0.56 3.24 -4.44 -1.069
C -0.23 3.71 -3.04 -0.257
C -1.21 4.02 -2.18 -0.397
C -2.66 3.87 -2.57 -0.857
C -3.21 2.42 -2.65 -1.288
H -2.12 1.91 -5.09 0.454
H -1.26 3.94 -4.94 0.400
H -0.49 1.25 -5.27 0.395
H -3.69 2.32 -3.65 0.424
H -2.35 0.71 -1.50 0.245
H -0.62 0.15 -3.18 0.111
H -4.03 2.34 -1.92 0.358
H -3.26 4.38 -1.81 0.389
H -1.02 4.38 -1.16 0.424
H -2.86 4.37 -3.53 0.385
H 0.37 3.25 -5.02 0.306
H 0.84 3.77 -2.81 0.562
P -1.09 -2.15 -0.49 1.590
C -0.28 -3.78 -0.04 -1.515
H -1.02 -4.58 -0.15 0.577
H 0.07 -3.86 1.00 0.182
H 0.56 -4.00 -0.70 0.438
C -2.65 -2.33 0.41 -1.455
H -3.05 -3.33 0.28 0.472
H -3.39 -1.62 0.02 0.459
H -2.53 -2.14 1.47 0.315
C -1.57 -2.67 -2.17 -1.464
H -2.31 -2.01 -2.59 0.403
H -2.00 -3.68 -2.14 0.502
H -0.71 -2.71 -2.83 0.317
P -0.77 1.38 1.52 1.730
C 0.12 2.99 1.79 -1.540
H -0.54 3.76 2.20 0.528
H 0.57 3.37 0.87 0.128
H 0.93 2.84 2.51 0.447
C -2.57 1.77 1.49 -1.186
H -2.82 2.56 0.79 0.278
H -2.91 2.07 2.48 0.507
H -3.11 0.86 1.21 0.237
C -0.76 1.05 3.34 -1.790
H -1.13 1.90 3.92 0.576
H 0.24 0.85 3.73 0.334
H -1.38 0.19 3.59 0.437
C 0.33 -1.50 2.23 1.519
C 0.03 -2.14 3.45 0.345
C 0.76 -1.71 4.59 -0.182
C 0.78 -2.46 5.72 -0.890
C 0.01 -3.63 5.79 -0.587
C -0.82 -4.01 4.72 -0.937
C -0.84 -3.27 3.55 -0.162
H 0.89 -0.54 2.34 -1.009
H 0.60 -2.17 1.39 -1.710
H 1.40 -0.81 4.47 0.090
H 1.46 -2.19 6.53 0.408
H 0.04 -4.25 6.67 0.435
H -1.40 -4.93 4.76 0.423
H -1.45 -3.52 2.67 0.185
```

=====

Entry 4:
A structure of composition C43H62BCl2F4InN6O4PS, computed with ωB97M-V/def2-TZVPD.

The HOMO-LUMO gap comes out at 0.2729 hartree. As for the charge: +1. The largest force on an atom is 1.2 eV/Å. The value obtained for the electronic energy is -124624.0476 eV.

XYZ file:
```
125
Properties=species:S:1:pos:R:3:mulliken_charge:R:1
In -0.05 1.02 -0.57 1.476
C 1.11 1.38 3.54 -1.652
C 0.68 -0.09 3.44 1.963
C 1.42 -0.95 4.47 -1.759
C -0.82 -0.23 3.59 0.937
C -1.44 0.19 4.77 -0.601
C -2.81 0.09 4.95 -1.578
C -3.59 -0.44 3.93 -0.505
C -3.03 -0.85 2.73 0.578
C -3.91 -1.45 1.64 1.263
C -4.36 -2.87 1.99 -1.590
C -5.12 -0.56 1.36 -1.618
C -1.64 -0.76 2.58 0.050
N -1.04 -1.10 1.34 0.789
C -0.51 -2.23 1.17 -1.073
C 0.40 -2.53 -0.02 -0.514
N 0.71 -1.65 -0.86 1.077
C 1.75 -1.89 -1.81 0.233
C 3.08 -1.80 -1.39 0.436
C 4.08 -2.02 -2.33 -0.569
C 3.77 -2.29 -3.65 -1.737
C 2.44 -2.30 -4.07 -0.868
C 1.41 -2.08 -3.16 0.554
C -0.04 -2.06 -3.60 1.573
C -0.21 -1.63 -5.06 -1.702
C -0.71 -3.42 -3.37 -1.343
C 3.46 -1.42 0.04 2.045
C 4.26 -0.11 0.04 -1.737
C 4.23 -2.54 0.74 -1.748
C 0.82 -3.94 0.12 1.283
C 1.60 -4.78 -0.63 0.199
C 1.75 -6.13 -0.20 -1.132
C 1.15 -6.60 0.94 -0.944
C 0.35 -5.75 1.74 1.094
C -0.32 -6.09 2.95 -0.904
C -1.05 -5.14 3.62 -1.132
C -1.18 -3.81 3.16 -0.030
C -0.55 -3.46 1.99 1.080
C 0.21 -4.44 1.30 -1.487
H 2.19 1.47 3.38 0.422
H 0.87 1.79 4.52 0.353
H 0.61 1.98 2.77 0.325
H 0.97 -0.45 2.45 -0.908
H 1.22 -0.61 5.49 0.354
H 2.50 -0.90 4.31 0.478
H 1.12 -2.00 4.40 0.296
H -0.83 0.60 5.56 0.377
H -3.26 0.41 5.88 0.378
H -4.67 -0.53 4.09 0.299
H -3.31 -1.49 0.72 -0.369
H -4.96 -2.86 2.90 0.314
H -3.50 -3.52 2.15 0.317
H -4.96 -3.29 1.17 0.481
H -5.81 -0.54 2.21 0.371
H -5.68 -0.94 0.50 0.464
H -4.79 0.47 1.16 0.285
H 5.12 -1.97 -2.03 0.408
H 4.56 -2.47 -4.37 0.404
H 2.22 -2.49 -5.11 0.402
H -0.56 -1.33 -2.97 -0.100
H 0.13 -2.42 -5.74 0.513
H 0.35 -0.72 -5.30 0.306
H -1.26 -1.45 -5.29 0.226
H -0.17 -4.20 -3.92 0.330
H -1.74 -3.41 -3.73 0.420
H -0.73 -3.69 -2.32 0.112
H 2.55 -1.24 0.60 -0.864
H 5.22 -0.23 -0.47 0.373
H 4.47 0.20 1.07 0.431
H 3.71 0.69 -0.46 0.367
H 5.19 -2.73 0.24 0.375
H 3.66 -3.48 0.74 0.301
H 4.44 -2.27 1.78 0.431
H 2.09 -4.45 -1.53 0.558
H 2.36 -6.79 -0.79 0.474
H 1.29 -7.64 1.23 0.440
H -0.26 -7.10 3.33 0.441
H -1.55 -5.42 4.54 0.491
H -1.76 -3.09 3.73 0.613
O -2.05 2.60 1.09 -0.575
H -2.19 1.95 1.80 0.169
H -1.41 3.23 1.46 0.181
O 0.90 1.22 -3.11 -0.511
H 0.88 0.40 -3.61 -0.134
H 1.79 1.61 -3.25 0.501
Cl -4.13 -1.17 -2.34 0.013
C -4.48 -1.00 -4.08 -0.530
Cl -4.26 0.65 -4.69 -0.087
H -5.51 -1.28 -4.23 0.430
H -3.81 -1.64 -4.62 0.194
F 2.60 4.63 -2.34 -0.433
B 3.18 3.34 -2.15 0.312
F 2.34 2.64 -1.16 -0.199
F 4.47 3.42 -1.65 -0.319
F 3.11 2.59 -3.35 -0.417
C 1.63 7.82 1.96 -0.896
N 2.42 6.62 1.73 0.239
C 3.80 6.52 1.91 -0.285
C 4.15 5.26 1.61 -0.576
N 2.98 4.60 1.26 0.311
C 1.93 5.43 1.31 0.184
S 0.31 5.08 0.91 -0.726
H 2.06 8.38 2.78 0.347
H 0.61 7.53 2.21 0.332
H 1.61 8.44 1.06 0.296
H 4.39 7.35 2.25 0.447
H 5.11 4.77 1.58 0.448
H 2.92 3.65 0.92 -0.050
N -4.40 2.50 -1.85 -0.019
C -3.95 3.66 -2.68 -0.808
P -2.19 3.28 -3.19 0.897
O -1.92 3.43 -4.63 -0.866
O -1.96 1.94 -2.46 -0.693
C -1.25 4.49 -2.18 -0.472
N 0.19 4.09 -2.08 0.378
H -3.49 1.90 -1.81 0.089
H -5.11 1.94 -2.30 0.359
H -4.69 2.75 -0.91 0.367
H -4.01 4.57 -2.10 0.397
H -4.57 3.77 -3.57 0.367
H -1.66 4.46 -1.17 0.184
H -1.33 5.49 -2.59 0.399
H 0.32 3.10 -2.29 -0.526
H 0.46 4.25 -1.08 -0.189
H 0.83 4.59 -2.68 0.374
```

=====

Sequential energy above the lowest of the compared OMol25 structures with the same formula, charge and spin output: 2.831, 0.339, 0.000, 0.468 eV